Entry 1:
This record from OMol25 describes a cluster of 7 separate species, C36H66F6N12P in total. The level of theory is ωB97M-V/def2-TZVPD.

Results
* calculated total energy: -81834.6777 eV
* Kohn-Sham gap: 5.44 eV
* energy above the lowest of the compared OMol25 structures with the same formula, charge and spin: 38.32 kcal per mole

The geometry in ORCA input format:
```
! wB97M-V def2-TZVPD RIJCOSX def2/J DEFGRID3
* xyz 5 1
C -19.341 -6.396 -22.218
C -19.005 -5.164 -21.358
N -20.176 -4.705 -20.612
C -21.046 -3.660 -20.904
C -21.892 -3.517 -19.782
N -21.629 -4.547 -18.884
C -20.624 -5.256 -19.412
C -22.328 -4.774 -17.626
H -20.237 -6.186 -22.801
H -19.385 -7.289 -21.596
H -18.519 -6.591 -22.907
H -18.598 -4.302 -21.887
H -18.161 -5.430 -20.723
H -20.869 -2.938 -21.687
H -22.634 -2.759 -19.581
H -20.149 -6.061 -18.871
H -23.269 -5.313 -17.734
H -22.621 -3.810 -17.210
H -21.624 -5.095 -16.858
C -22.299 -7.602 -4.917
C -21.806 -6.384 -5.604
N -20.792 -6.650 -6.597
C -20.935 -7.320 -7.789
C -19.612 -7.373 -8.367
N -18.737 -6.790 -7.499
C -19.459 -6.337 -6.429
C -17.321 -6.556 -7.770
H -21.590 -8.412 -4.748
H -23.147 -8.090 -5.398
H -22.596 -7.412 -3.885
H -21.331 -5.706 -4.895
H -22.645 -5.868 -6.069
H -21.830 -7.629 -8.308
H -19.223 -7.760 -9.297
H -19.171 -5.728 -5.585
H -16.708 -7.331 -7.310
H -16.931 -5.641 -7.323
H -17.174 -6.502 -8.848
C -22.303 7.524 -7.795
C -22.783 6.065 -7.843
N -24.115 5.931 -8.396
C -24.501 5.321 -9.575
C -25.917 5.512 -9.771
N -26.414 6.193 -8.641
C -25.312 6.443 -7.839
C -27.759 6.540 -8.297
H -22.422 8.113 -8.705
H -21.266 7.622 -7.475
H -22.900 8.044 -7.046
H -22.735 5.742 -6.803
H -22.164 5.364 -8.402
H -23.737 4.877 -10.196
H -26.615 5.268 -10.558
H -25.375 6.871 -6.850
H -27.875 7.022 -7.327
H -28.468 5.732 -8.476
H -28.064 7.287 -9.029
C -20.288 2.027 -0.756
C -20.771 3.404 -1.104
N -19.689 4.361 -1.438
C -18.563 4.163 -2.350
C -17.867 5.373 -2.522
N -18.579 6.318 -1.857
C -19.656 5.722 -1.152
C -18.174 7.744 -1.694
H -19.801 2.137 0.213
H -19.526 1.674 -1.451
H -21.070 1.277 -0.641
H -21.409 3.825 -0.328
H -21.416 3.361 -1.982
H -18.507 3.249 -2.922
H -17.008 5.681 -3.100
H -20.345 6.252 -0.511
H -18.562 8.092 -0.737
H -18.713 8.420 -2.358
H -17.117 7.932 -1.886
C -29.618 -2.162 -3.870
C -29.839 -1.224 -4.986
N -28.567 -1.062 -5.663
C -27.522 -0.370 -5.177
C -26.499 -0.460 -6.074
N -26.951 -1.197 -7.156
C -28.258 -1.432 -6.946
C -26.190 -1.608 -8.370
H -30.547 -2.407 -3.355
H -28.917 -1.860 -3.093
H -29.272 -3.141 -4.201
H -30.294 -0.276 -4.697
H -30.507 -1.740 -5.676
H -27.624 0.223 -4.280
H -25.518 -0.009 -6.054
H -28.888 -2.031 -7.587
H -25.559 -0.833 -8.804
H -26.932 -2.019 -9.055
H -25.554 -2.448 -8.092
C -18.086 -0.850 -14.738
C -16.739 -0.150 -14.451
N -15.616 -1.120 -14.529
C -14.972 -1.796 -13.517
C -14.141 -2.845 -14.065
N -14.233 -2.650 -15.516
C -15.174 -1.682 -15.764
C -13.431 -3.367 -16.522
H -18.812 -0.273 -14.165
H -18.163 -1.825 -14.258
H -18.406 -0.843 -15.779
H -16.718 0.410 -13.516
H -16.487 0.649 -15.148
H -15.231 -1.595 -12.487
H -13.515 -3.600 -13.612
H -15.508 -1.338 -16.731
H -13.999 -4.229 -16.872
H -12.424 -3.612 -16.183
H -13.317 -2.688 -17.367
P -35.024 0.738 -9.639
F -36.049 -0.417 -9.156
F -33.777 -0.329 -9.687
F -35.422 0.296 -11.185
F -33.890 1.770 -10.303
F -36.169 1.917 -9.735
F -34.671 1.300 -8.227
*
```

Here are the Löwdin charges for atoms 1 to 8, given in e: number 1, C, carries -0.045; number 2, C, carries -0.174; number 3, N, carries -0.042; number 4, C, carries 0.037; number 5, C, carries 0.014; number 6, N, carries -0.097; number 7, C, carries 0.013; number 8, C, carries 0.014

***

Entry 2:
This record from OMol25 describes a cluster of 2 separate species, BrFHOP in total. The level of theory is ωB97M-V/def2-TZVPD.

Results
* calculated total energy: -84110.3653 eV
* Kohn-Sham gap (spin up / spin down): 10.02 / 6.78 eV
* energy above the lowest of the compared OMol25 structures with the same formula, charge and spin: 95.73 kcal per mole

The geometry in ORCA input format:
```
! wB97M-V def2-TZVPD RIJCOSX def2/J DEFGRID3
* xyz 0 1
O -0.237 -0.532 -0.508
F 1.608 1.837 -2.186
P 0.858 0.799 -3.064
Br 2.423 -0.747 -3.155
H 0.646 -0.866 -0.404
*
```

Charges per atom according to Löwdin partitioning, unit e: number 1, O, carries -0.122; number 2, F, carries -0.446; number 3, P, carries 0.459; number 4, Br, carries 0.169; number 5, H, carries -0.060

***

Entry 3:
This record from OMol25 describes a structure of composition C14H21BBr2Cl2F4N2O3V. The level of theory is ωB97M-V/def2-TZVPD.

Results
* calculated total energy: -226352.8938 eV
* Kohn-Sham gap (spin up / spin down): 7.97 / 8.97 eV
* ⟨S²⟩: 3.7626
* energy above the lowest of the compared OMol25 structures with the same formula, charge and spin: 0.00 kcal per mole

The geometry in ORCA input format:
```
! wB97M-V def2-TZVPD RIJCOSX def2/J DEFGRID3
* xyz 0 4
V -0.342 -0.545 -2.302
Br -1.825 3.317 -0.325
C -2.749 2.235 -1.611
Br -2.603 0.331 -1.238
H -2.311 2.384 -2.588
H -3.804 2.470 -1.572
C -0.536 -3.510 0.337
O 0.472 -3.321 -0.653
C 0.325 -2.251 -1.431
O 1.169 -2.082 -2.328
H -0.054 -3.578 1.311
H -1.064 -4.439 0.128
H -1.241 -2.678 0.321
Cl -0.557 -3.901 -6.021
C -0.171 -2.413 -5.170
Cl -1.550 -1.913 -4.110
H -0.020 -1.606 -5.874
H 0.679 -2.569 -4.517
C 1.055 -1.192 4.844
C 0.593 0.253 4.738
N 0.418 0.685 3.350
C -0.945 0.942 2.898
C -1.786 -0.319 2.776
C 1.548 1.017 2.673
O 2.650 1.011 3.198
C 1.452 1.352 1.209
C 2.179 2.425 0.712
C 2.166 2.670 -0.647
C 1.452 1.822 -1.478
N 0.771 0.770 -1.008
C 0.777 0.549 0.311
H 1.179 -1.473 5.890
H 2.014 -1.316 4.342
H 0.331 -1.871 4.390
H 1.320 0.911 5.214
H -0.367 0.391 5.240
H -0.912 1.468 1.949
H -1.414 1.625 3.614
H -1.338 -1.024 2.074
H -2.786 -0.069 2.420
H -1.888 -0.824 3.738
H 2.753 3.040 1.394
H 2.710 3.499 -1.076
H 1.429 1.984 -2.545
H 0.228 -0.321 0.648
F -0.948 1.204 -3.723
B 0.139 1.240 -4.704
F 1.040 0.265 -4.183
F -0.342 0.862 -5.931
F 0.706 2.492 -4.683
*
```

Here are the Löwdin charges for atoms 1 to 8, given in e: number 1, V, carries 0.447; number 2, Br, carries 0.661; number 3, C, carries -0.953; number 4, Br, carries 0.751; number 5, H, carries -0.006; number 6, H, carries 0.006; number 7, C, carries -0.070; number 8, O, carries -0.064

***

Entry 4:
This record from OMol25 describes the ion C17H26NO2S with charge +1. The level of theory is ωB97M-V/def2-TZVPD.

Results
* SMILES: CCOC(=O)[C@@H]1CCC[N@@H+](CCSc2ccc(C)cc2)C1
* calculated total energy: -34466.3642 eV
* Kohn-Sham gap: 8.84 eV
* energy above the lowest of the compared OMol25 structures with the same formula, charge and spin: 2.43 kcal per mole

The geometry in ORCA input format:
```
! wB97M-V def2-TZVPD RIJCOSX def2/J DEFGRID3
* xyz 1 1
C -3.620 -3.567 -0.987
C -3.016 -3.214 0.362
H -1.924 -3.271 0.327
H -3.404 -3.861 1.150
O -3.396 -1.883 0.762
C -2.660 -0.880 0.372
O -1.642 -0.957 -0.289
C -3.227 0.464 0.826
C -2.087 1.386 1.266
N -1.168 1.615 0.130
C -1.880 2.300 -0.972
C -3.040 1.453 -1.477
C -3.995 1.110 -0.338
H -4.773 0.433 -0.690
H -4.483 2.016 0.026
H -3.570 2.007 -2.251
H -2.651 0.541 -1.931
H -1.175 2.486 -1.784
H -2.242 3.262 -0.597
C 0.072 2.331 0.500
C 0.926 1.571 1.511
H 0.500 1.612 2.512
H 1.926 1.998 1.547
S 1.085 -0.210 1.068
C 2.770 -0.316 0.503
C 3.323 0.630 -0.343
C 4.637 0.491 -0.751
C 5.405 -0.594 -0.347
C 4.822 -1.545 0.487
C 3.516 -1.411 0.915
H 3.071 -2.147 1.567
H 5.401 -2.397 0.810
C 6.823 -0.751 -0.791
H 6.942 -1.679 -1.349
H 7.486 -0.799 0.071
H 7.131 0.077 -1.423
H 5.067 1.238 -1.402
H 2.746 1.476 -0.687
H 0.644 2.475 -0.419
H -0.195 3.313 0.902
H -0.927 0.629 -0.183
H -1.532 0.916 2.079
H -2.483 2.347 1.608
H -3.904 0.287 1.663
H -3.381 -4.599 -1.226
H -3.215 -2.927 -1.767
H -4.701 -3.456 -0.959
*
```

Here are the Löwdin charges for atoms 1 to 8, given in e: number 1, C, carries -0.048; number 2, C, carries -0.178; number 3, H, carries 0.127; number 4, H, carries 0.132; number 5, O, carries 0.044; number 6, C, carries -0.458; number 7, O, carries 0.058; number 8, C, carries -0.167

***

Entry 5:
This record from OMol25 describes a cluster of 8 separate species, C21H10Cl28INO3 in total. The level of theory is ωB97M-V/def2-TZVPD.

Results
* SMILES: CC[C@@H](I)C1=CC(=O)c2ccc(OC#N)cc2C1=O.ClC(Cl)(Cl)Cl.ClC(Cl)(Cl)Cl.ClC(Cl)(Cl)Cl.ClC(Cl)(Cl)Cl.ClC(Cl)(Cl)Cl.ClC(Cl)(Cl)Cl.ClC(Cl)(Cl)Cl
* calculated total energy: -388289.0794 eV
* Kohn-Sham gap: 7.76 eV

The geometry in ORCA input format:
```
! wB97M-V def2-TZVPD RIJCOSX def2/J DEFGRID3
* xyz 0 1
C 0.983 -1.743 -0.802
C 0.836 -2.170 0.759
C -0.302 -1.260 1.519
I -1.956 -2.449 2.298
C 0.480 -0.480 2.700
C 1.159 -1.099 3.786
C 1.946 -0.200 4.880
O 2.070 -0.581 6.088
C 2.573 1.164 4.309
C 3.888 1.832 4.810
C 4.357 3.143 4.119
C 3.588 3.839 2.921
O 4.194 5.023 2.384
C 3.393 5.632 1.394
N 2.655 5.833 0.446
C 2.284 3.155 2.423
C 1.819 1.851 3.130
C 0.489 1.139 2.581
O -0.468 1.781 2.074
H 1.349 -2.673 -1.361
H 0.006 -1.310 -1.239
H 1.811 -0.954 -0.865
H 0.653 -3.295 0.911
H 1.862 -1.929 1.244
H -0.706 -0.493 0.755
H 1.129 -2.246 3.837
H 4.459 1.312 5.651
H 5.327 3.639 4.484
H 1.696 3.581 1.545
C -4.140 -5.318 0.207
Cl -3.575 -3.984 -0.823
Cl -5.387 -6.246 -0.654
Cl -2.773 -6.385 0.598
Cl -4.826 -4.658 1.710
C -6.825 -2.909 -3.032
Cl -5.873 -4.185 -3.822
Cl -6.239 -1.318 -3.563
Cl -8.537 -3.089 -3.473
Cl -6.649 -3.044 -1.269
C -6.255 2.839 -3.323
Cl -6.709 4.557 -3.281
Cl -5.184 2.476 -1.952
Cl -7.717 1.836 -3.214
Cl -5.407 2.487 -4.844
C 2.648 -5.964 2.478
Cl 2.960 -6.601 4.107
Cl 4.183 -5.819 1.595
Cl 1.564 -7.069 1.606
Cl 1.885 -4.363 2.603
C 8.187 3.612 6.643
Cl 6.573 3.148 6.055
Cl 9.012 4.579 5.403
Cl 8.021 4.570 8.130
Cl 9.136 2.149 6.983
C -1.188 1.820 -5.484
Cl -0.524 3.447 -5.228
Cl 0.091 0.745 -6.090
Cl -1.816 1.187 -3.946
Cl -2.507 1.899 -6.673
C -2.741 1.912 -10.846
Cl -4.113 1.331 -9.877
Cl -2.985 1.463 -12.548
Cl -2.627 3.680 -10.710
Cl -1.239 1.174 -10.248
*
```

Here are the Löwdin charges for atoms 1 to 8, given in e: number 1, C, carries -0.107; number 2, C, carries -0.333; number 3, C, carries -0.654; number 4, I, carries 0.822; number 5, C, carries -0.170; number 6, C, carries 0.036; number 7, C, carries -0.242; number 8, O, carries 0.036

***

Entry 6:
This record from OMol25 describes a cluster of 2 separate species, C3H12N2O in total. The level of theory is ωB97M-V/def2-TZVPD.

Results
* SMILES: CCNCN.O
* calculated total energy: -8332.4128 eV
* Kohn-Sham gap: 10.06 eV
* energy above the lowest of the compared OMol25 structures with the same formula, charge and spin: 20.97 kcal per mole

The geometry in ORCA input format:
```
! wB97M-V def2-TZVPD RIJCOSX def2/J DEFGRID3
* xyz 0 1
C -0.320 1.393 -2.132
C -0.105 1.191 -0.633
N 0.031 -0.173 -0.101
C 1.449 -0.593 0.017
N 1.684 -1.173 1.342
H -1.362 1.308 -2.434
H 0.192 0.682 -2.814
H 0.087 2.296 -2.565
H 0.808 1.797 -0.334
H -0.924 1.515 0.016
H -0.450 -0.885 -0.653
H 2.097 0.301 -0.019
H 1.858 -1.366 -0.654
H 1.844 -0.565 2.125
H 0.966 -1.836 1.618
H -2.214 -1.313 1.861
H -1.573 -0.082 1.219
O -2.417 -0.561 1.297
*
```

Here are the Löwdin charges for atoms 1 to 8, given in e: number 1, C, carries -0.096; number 2, C, carries -0.278; number 3, N, carries -0.105; number 4, C, carries -0.294; number 5, N, carries -0.020; number 6, H, carries 0.066; number 7, H, carries 0.078; number 8, H, carries 0.059

***

Entry 7:
This record from OMol25 describes a structure of composition C2H4Sm. The level of theory is ωB97M-V/def2-TZVPD.

Results
* calculated total energy: -20037.1554 eV
* Kohn-Sham gap (spin up / spin down): 4.50 / 4.23 eV
* ⟨S²⟩: 15.7635

The geometry in ORCA input format:
```
! wB97M-V def2-TZVPD RIJCOSX def2/J DEFGRID3
* xyz -1 8
C 1.983 -0.874 1.151
C 0.874 0.050 0.968
H 2.374 -1.346 0.230
H 2.872 -0.462 1.668
H 0.850 0.779 1.804
Sm -0.832 0.231 -1.022
H 1.830 -1.950 1.937
*
```

Charges per atom according to Löwdin partitioning, unit e: number 1, C, carries -0.420; number 2, C, carries -0.463; number 3, H, carries 0.005; number 4, H, carries 0.018; number 5, H, carries -0.069; number 6, Sm, carries -0.182; number 7, H, carries 0.111

***

Entry 8:
This record from OMol25 describes a structure of composition C24H60BaN5O11. The level of theory is ωB97M-V/def2-TZVPD.

Results
* calculated total energy: -56512.1102 eV
* Kohn-Sham gap: 5.97 eV
* energy above the lowest of the compared OMol25 structures with the same formula, charge and spin: 80.63 kcal per mole

The geometry in ORCA input format:
```
! wB97M-V def2-TZVPD RIJCOSX def2/J DEFGRID3
* xyz 1 1
Ba 1.268 -3.525 -1.915
N -0.175 -0.764 0.344
O -0.311 -0.719 1.531
O 0.446 -1.682 -0.181
O -0.632 0.137 -0.343
C 4.541 -3.295 -0.699
O 3.205 -3.519 -0.211
C 3.110 -4.273 1.029
C 1.650 -4.690 1.327
N 1.066 -5.469 0.227
C -0.331 -5.866 0.380
C -1.370 -4.710 0.270
O -1.274 -4.069 -1.003
C -2.330 -3.140 -1.332
H 4.529 -3.002 -1.749
H 5.152 -4.194 -0.777
H 4.972 -2.593 0.014
H 3.607 -3.741 1.840
H 3.677 -5.183 0.832
H 1.109 -3.750 1.429
H 1.643 -5.204 2.288
H 1.638 -6.268 -0.007
H -0.386 -6.389 1.335
H -0.657 -6.582 -0.375
H -1.331 -3.893 0.990
H -2.348 -5.137 0.491
H -2.350 -3.094 -2.420
H -2.154 -2.099 -1.064
H -3.309 -3.524 -1.043
C -0.862 2.518 2.320
O -0.426 2.562 0.966
C 1.037 2.740 0.871
C 1.484 2.501 -0.589
N 0.704 3.317 -1.498
C 1.293 3.044 -2.834
C 0.675 3.796 -4.034
O -0.632 3.368 -4.098
C -1.094 3.407 -5.433
H -0.455 3.344 2.904
H -0.481 1.625 2.815
H -1.942 2.507 2.463
H 1.544 2.002 1.491
H 1.156 3.756 1.248
H 1.416 1.446 -0.856
H 2.530 2.808 -0.592
H 0.995 4.276 -1.371
H 1.230 1.966 -2.978
H 2.373 3.175 -2.895
H 1.294 3.574 -4.904
H 0.701 4.879 -3.910
H -0.386 2.916 -6.100
H -1.220 4.419 -5.818
H -2.067 2.917 -5.437
C -3.581 0.028 1.318
O -3.917 0.733 0.081
C -5.013 -0.057 -0.521
C -5.392 0.515 -1.926
N -4.200 0.600 -2.724
C -4.453 0.966 -4.111
C -4.783 2.505 -4.240
O -3.687 3.254 -3.718
C -3.689 4.642 -4.148
H -4.494 -0.085 1.903
H -2.913 0.536 2.014
H -3.228 -0.995 1.195
H -5.907 -0.015 0.100
H -4.654 -1.084 -0.590
H -5.877 1.471 -1.729
H -6.109 -0.126 -2.439
H -4.082 -0.400 -2.801
H -5.200 0.338 -4.597
H -3.598 0.778 -4.759
H -5.725 2.790 -3.772
H -4.822 2.729 -5.306
H -4.635 5.150 -3.960
H -3.669 4.664 -5.238
H -2.906 5.239 -3.682
C 5.299 2.195 1.971
O 5.504 1.322 3.093
C 5.390 -0.028 2.660
C 4.029 -0.583 2.351
N 3.394 -0.797 3.624
C 1.956 -0.751 3.527
C 1.330 -0.854 4.925
O 1.374 0.395 5.572
C 0.767 0.385 6.833
H 4.248 2.095 1.703
H 5.938 1.986 1.113
H 5.539 3.183 2.365
H 5.800 -0.509 3.548
H 6.067 -0.186 1.821
H 3.973 -1.566 1.883
H 3.505 0.130 1.715
H 3.718 0.022 4.118
H 1.615 -1.625 2.972
H 1.542 0.099 2.985
H 1.855 -1.604 5.518
H 0.311 -1.225 4.820
H 0.729 1.407 7.210
H 1.325 -0.172 7.585
H -0.196 -0.125 6.795
*
```

Here are the Löwdin charges for atoms 1 to 8, given in e: number 1, Ba, carries 2.020; number 2, N, carries -0.634; number 3, O, carries 0.023; number 4, O, carries -0.275; number 5, O, carries 0.040; number 6, C, carries -0.068; number 7, O, carries -0.473; number 8, C, carries -0.158

***

> calculated total energy of number 1 (C36H66F6N12P)?

-81834.6777 eV

***

> What is the formula in the fourth record?

C17H26NO2S

***

> Which formula does entry 6 have?

C3H12N2O

***

> The highest calculated total energy belongs to which entry?

C3H12N2O